8
Properties=species:S:1:pos:R:3:lowdin_charge:R:1 method="wB97M-V/def2-TZVPD" e_homo_ev="-10.24 / -9.82" relative_energy_kcal_mol=100.8 multiplicity=1
C 1.12 0.09 -0.04 -0.235
N -1.64 -0.11 -0.33 0.180
O 0.20 -0.92 -0.03 -0.146
H 1.28 0.56 0.99 0.093
H 0.67 0.75 -0.75 0.062
H 2.13 -0.17 -0.28 0.076
H -1.55 0.55 0.41 0.008
H -2.22 -0.76 0.02 -0.039